54
Properties=species:S:1:pos:R:3 method="wB97M-V/def2-TZVPD" fmax_ev_per_a=2.65 multiplicity=4 orbital_gap_ev="4.4 / 9.1" e_above_lowest_ev=0.0000 e_tot_ev=-61089.3973 total_charge=+1
C -0.5104 0.8051 -5.6948
C 0.0751 2.1416 -5.5604
C 0.3259 -0.3166 -6.1200
C -1.9636 0.6424 -5.6078
H 0.4040 -0.3809 -7.2236
H -0.0785 -1.2860 -5.7855
H 1.3588 -0.2259 -5.7459
H 0.0784 2.6941 -6.5206
H 1.1228 2.1029 -5.2237
H -0.4923 2.7648 -4.8511
H -2.4596 0.8080 -6.5848
H -2.4134 1.3665 -4.9103
H -2.2512 -0.3704 -5.2853
C 2.3453 0.0496 0.0222
C 2.2466 -0.7804 -1.1494
C 1.8668 0.1074 -2.2316
H 2.4717 -1.8421 -1.2373
C 1.8054 1.4420 -1.7073
C 2.0284 1.3841 -0.3249
H 1.9974 2.2335 0.3710
H 2.7880 -0.2630 0.9619
H 1.9339 -0.1485 -3.2904
H 1.7024 2.3549 -2.3065
C -2.3193 -1.0100 -0.5010
C -1.4070 -2.0316 -0.1389
C -0.5669 -2.3332 -1.2775
H -1.4663 -2.6303 0.7600
C -1.0375 -1.4909 -2.3617
C -2.1543 -0.7270 -1.8726
H -2.8419 -0.1406 -2.4940
H -3.0405 -0.5207 0.1673
H 0.2033 -3.0969 -1.3481
H -0.7974 -1.6478 -3.4123
Mn 0.1897 -0.3814 -0.9174
N -0.1157 1.3334 10.0677
C -0.1139 1.0202 8.9398
C -0.1078 0.6626 7.5230
C -1.2193 0.9833 6.7150
C -1.1412 0.7612 5.3423
C -0.0155 0.1413 4.8225
C 1.0389 -0.2973 5.6296
C 1.0227 0.0091 6.9936
N 0.0194 -0.1800 3.4463
C 0.5044 -1.4107 2.9758
C 0.5453 -1.3288 1.6380
N 0.0381 -0.1058 1.2421
C -0.2545 0.5838 2.3545
H -2.1254 1.4007 7.1707
H -1.9730 1.0086 4.6968
H 1.8866 -0.8340 5.2134
H 1.8593 -0.2776 7.6453
H 0.7030 -2.2844 3.5703
H 0.9197 -2.0829 0.9915
H -0.6147 1.6242 2.4246


56
Properties=species:S:1:pos:R:3 method="wB97M-V/def2-TZVPD" fmax_ev_per_a=0.68 orbital_gap_ev=9.1 e_above_lowest_ev=0.1525 e_tot_ev=-54056.6524 total_charge=0
O 1.0092 0.9641 2.4387
C 0.3580 1.0352 1.4149
N 0.2910 2.1054 0.6201
H -0.0851 1.9624 -0.3121
C 1.1572 3.2530 0.8055
C 2.4939 3.0542 0.0797
H 2.8586 2.0342 0.1914
H 3.2382 3.7375 0.4908
C 2.1607 3.4328 -1.3593
H 1.5934 2.6292 -1.8308
H 3.0486 3.6272 -1.9596
C 1.2864 4.6789 -1.1979
H 1.9184 5.5661 -1.1418
H 0.6048 4.8070 -2.0371
C 0.5329 4.4840 0.1314
H -0.5312 4.3152 -0.0308
H 0.6359 5.3608 0.7688
H 1.2922 3.3713 1.8835
C -0.5580 -0.1551 1.0163
C -1.9824 0.2574 0.7812
C -2.5352 0.7074 -0.3782
S -4.2161 1.0255 -0.2199
C -4.1834 0.5594 1.4330
C -2.9454 0.1781 1.8249
H -2.7084 -0.1528 2.8199
H -5.0859 0.5938 2.0093
H -2.0676 0.8687 -1.3276
N 0.0114 -1.0009 -0.0414
C 0.3348 -0.5343 -1.2593
O 0.1387 0.6216 -1.6100
C 1.0519 -1.4789 -2.2253
C 2.4172 -1.7771 -1.7011
C 3.3856 -0.8802 -1.3729
C 4.5663 -1.4898 -0.8914
C 4.4807 -2.8418 -0.8587
S 2.9542 -3.4037 -1.4160
H 5.2163 -3.5549 -0.5447
H 5.4377 -0.9405 -0.5839
H 3.2589 0.1827 -1.4771
H 0.4880 -2.3928 -2.4108
H 1.1318 -0.9324 -3.1700
C -0.0145 -2.4111 0.3199
C -1.4403 -2.8308 0.5896
C -2.3991 -2.6744 -0.4044
C -3.7240 -2.9792 -0.1556
C -4.1044 -3.4502 1.0899
C -3.1537 -3.6218 2.0804
C -1.8281 -3.3090 1.8325
H -1.0902 -3.4348 2.6123
H -3.4449 -3.9904 3.0527
H -5.1402 -3.6818 1.2873
H -4.4617 -2.8430 -0.9321
H -2.1067 -2.2949 -1.3733
H 0.6041 -2.5586 1.2115
H 0.4045 -3.0195 -0.4788
H -0.5551 -0.7785 1.9162


60
Properties=species:S:1:pos:R:3 method="wB97M-V/def2-TZVPD" fmax_ev_per_a=1.72 orbital_gap_ev=8.1 e_above_lowest_ev=1.0226 e_tot_ev=-53116.0190 total_charge=-1
Pt 0.4271 -0.8412 0.0571
C 0.6752 0.4932 -3.6011
C 1.4774 -0.6754 -3.1618
N 1.3662 -1.2961 -2.0094
C 2.2833 -2.3175 -2.0252
C 2.9576 -2.3210 -3.2144
N 2.4294 -1.2711 -3.9156
C 4.0389 -3.1756 -3.8264
O 4.4428 -4.1305 -3.1076
O 4.3970 -2.8551 -4.9618
C 2.3416 -3.2390 -0.8716
O 3.2149 -4.1991 -0.9129
O 1.5438 -3.0839 0.0405
H 0.2802 0.9941 -2.7189
H -0.1659 0.1843 -4.2249
H 1.2832 1.1979 -4.1672
H 2.7602 -1.0368 -4.8396
H 3.7736 -4.1735 -1.8141
O 3.4850 -0.4847 2.7512
C 2.4566 -0.3927 2.1146
O 2.3836 -0.3039 0.8223
C 1.0942 -0.2497 2.8425
P 0.0386 0.6203 1.5987
C -1.6188 0.7551 2.3273
C -1.8788 0.4034 3.6480
C -3.1668 0.4850 4.1568
C -4.2048 0.9287 3.3530
C -3.9536 1.2838 2.0355
C -2.6700 1.1909 1.5264
C 0.7522 2.3005 1.7620
C 0.0126 3.3098 2.3776
C 0.5559 4.5747 2.5520
C 1.8349 4.8486 2.0996
C 2.5673 3.8548 1.4672
C 2.0319 2.5903 1.2846
H 1.2549 0.2556 3.7985
H 0.6630 -1.2414 3.0069
H -1.0731 0.0594 4.2819
H -3.3563 0.2014 5.1838
H -5.2097 0.9895 3.7498
H -4.7611 1.6206 1.3999
H -2.4826 1.4449 0.4925
H -0.9853 3.1088 2.7422
H -0.0266 5.3430 3.0438
H 2.2583 5.8358 2.2334
H 3.5667 4.0603 1.1084
H 2.6037 1.8248 0.7826
C -2.4864 0.0244 -2.0397
C -1.9762 -1.3924 -1.7976
C -3.0996 -2.3937 -2.0665
C -1.4279 -1.5515 -0.3727
H -2.8015 0.1783 -3.0748
H -1.7208 0.7631 -1.7994
H -3.3498 0.2210 -1.3986
H -1.1656 -1.5969 -2.5050
H -3.9199 -2.2427 -1.3606
H -2.7469 -3.4187 -1.9499
H -3.5054 -2.2883 -3.0762
H -1.3216 -2.6250 -0.1482
H -2.1767 -1.1487 0.3210


58
Properties=species:S:1:pos:R:3 method="wB97M-V/def2-TZVPD" fmax_ev_per_a=9.38 multiplicity=5 orbital_gap_ev="5.3 / 5.3" e_above_lowest_ev=1.0666 e_tot_ev=-63264.5270 total_charge=+2
C 0.6744 1.8169 3.2172
C 1.0321 2.2464 1.9118
C -0.1776 2.4842 1.1922
H 2.0379 2.3632 1.5299
C -1.2742 2.2314 2.0633
C -0.7421 1.7978 3.3085
H -1.3186 1.5723 4.1991
H 1.3557 1.5898 4.0270
H -0.2683 2.8519 0.1878
H -2.3181 2.4146 1.8310
Os -0.1105 0.5432 1.7904
C -0.2767 -1.8834 -0.0344
H 0.1245 -0.9602 -0.6595
H -1.3596 -1.9271 -0.2047
H -0.2808 -1.5153 1.0047
Si 0.5037 0.6407 -1.4775
C 1.6182 -0.3235 -2.6299
C 2.5563 0.5774 -3.1407
H 2.5394 1.5716 -2.7155
C 3.4894 0.2454 -4.1241
H 4.2175 0.9846 -4.4512
C 3.5183 -1.0287 -4.6703
H 4.2659 -1.3015 -5.4255
C 2.5856 -1.9444 -4.1959
H 2.6387 -2.9671 -4.5535
C 1.6285 -1.5959 -3.2261
H 0.9246 -2.3424 -2.8722
C -0.9412 1.0526 -2.5576
C -0.8049 1.1525 -3.9538
H 0.0427 0.7024 -4.4578
C -1.8032 1.7143 -4.7528
H -1.6508 1.8419 -5.8146
C -3.0270 2.0883 -4.2136
H -3.8004 2.5678 -4.8136
C -3.2374 1.7771 -2.8755
H -4.2146 1.9460 -2.4575
C -2.2375 1.2326 -2.0629
H -2.4818 0.8485 -1.0799
H 1.2386 1.7593 -0.8404
H 0.2816 -2.7773 -0.2057
N -3.6481 -0.0563 2.0402
C -2.8742 -0.8721 2.7592
N -1.5392 -0.8604 2.7930
C -1.0378 -1.8616 3.6185
C -2.0163 -2.6584 4.1966
S -3.5990 -2.1465 3.7357
C 0.3899 -1.9074 3.6966
C 1.2377 -2.7419 4.4145
S 2.8865 -2.3106 4.2028
C 2.3780 -1.0275 3.0997
N 1.0544 -0.9535 2.9274
N 3.2983 -0.2364 2.5448
H -4.6467 -0.1862 2.0910
H -3.2644 0.7106 1.4851
H -1.7934 -3.4991 4.8498
H 0.8853 -3.5584 5.0344
H 4.2726 -0.4119 2.7868
H 3.0683 0.5300 1.9273